[1]
Computed, not measured: an isolated molecule of C11H13IN2O6S in a non-equilibrium geometry, with ωB97M-V with the def2-TZVPD basis set.

Kohn-Sham gap in eV: 9.43
Electronic energy in Eh: -1683.773757
Structure (SMILES): CC[C@@H](I)[C@]1(N=C=S)OC(=O)O[C@]1(N=C=O)OC[C@H](C)O
Highest occupied orbital energy in eV: -9.62
LUMO in eV: -0.19

Structure (ORCA input):
```
! wB97M-V def2-TZVPD RIJCOSX def2/J DEFGRID3
* xyz 0 1
C -1.2336 -0.7833 2.3368
C -1.8060 -0.1491 1.0738
C -2.0426 -1.2313 0.0043
I -4.0745 -1.1289 -0.6743
C -1.0464 -1.3193 -1.2039
N -1.6157 -0.8438 -2.4327
C -1.6204 0.3485 -2.6930
S -1.6954 1.8526 -3.0446
O -0.8420 -2.7516 -1.3827
C 0.2358 -3.1258 -0.6874
O 0.5580 -4.2349 -0.4367
O 0.9380 -2.0147 -0.2762
C 0.4622 -0.9435 -1.0289
N 1.0656 -1.0823 -2.3901
C 1.5628 -0.1061 -2.9220
O 2.0208 0.7782 -3.4986
O 0.7618 0.2984 -0.5440
C 1.6445 0.4232 0.5822
C 1.6335 1.8741 1.1252
C 0.8660 2.8596 0.2781
O 2.9652 2.3478 1.2534
H -0.3501 -1.3852 2.1604
H -1.0248 -0.0478 3.1088
H -1.9881 -1.4493 2.7516
H -1.2278 0.6781 0.6923
H -2.7687 0.2621 1.3557
H -1.9793 -2.1899 0.5005
H 2.6616 0.2139 0.2612
H 1.3635 -0.2569 1.3676
H 1.1655 1.8475 2.1115
H 0.7345 3.7723 0.8536
H 1.4134 3.1194 -0.6219
H -0.1208 2.4884 0.0371
H 3.3835 1.8797 1.9828
*
```

[2]
Computed, not measured: the ion C11H13N2O with charge +1 in a non-equilibrium geometry, with ωB97M-V with the def2-TZVPD basis set.

Kohn-Sham gap (alpha / beta) in eV: 6.22 / 6.22
Electronic energy in Eh: -611.152981
Highest occupied orbital energy (alpha / beta) in eV: -12.35 / -12.35
ΔE to the lowest compared entry with this formula, charge and spin in kcal/mol: 183.5
LUMO (alpha / beta) in eV: -6.13 / -6.13

Structure (ORCA input):
```
! wB97M-V def2-TZVPD RIJCOSX def2/J DEFGRID3
* xyz 1 1
C -0.8392 2.5732 -0.5458
C -0.0045 2.4416 0.6573
C -1.1362 1.4035 -1.1367
C -0.6724 1.4286 1.5669
C -0.3564 0.2208 -0.4961
C -0.8759 0.1929 1.0652
C -1.0938 -2.1622 -1.4657
C -0.7196 -1.0226 -1.0621
C 1.9284 -0.4929 -0.0328
C -1.6469 -1.0012 1.5876
C 2.4794 -1.2598 -1.1820
N 0.9925 0.5939 -0.5312
N 2.0758 -0.5474 1.2375
O 1.2377 1.8492 0.1001
H -1.2471 3.6231 -0.7609
H 0.3795 3.3628 0.9942
H -1.8722 1.4522 -1.9096
H -0.9155 1.6736 2.5304
H -1.2464 -2.3827 -2.4726
H -1.4544 -2.7491 -0.7228
H -1.1453 -1.9769 1.7109
H -1.8568 -0.7360 2.6829
H -2.5081 -1.0825 1.0057
H 3.3094 -0.6715 -1.6001
H 1.7306 -1.2788 -1.9352
H 2.7131 -2.1950 -0.8710
H 2.7445 -1.2569 1.5859
*
```

- Number 2 is which compound?
  C11H13N2O

- What is the electronic energy in the second record?
  -611.152981 Eh